No. 1
C15H23N2O | ωB97M-V/def2-TZVPD

The calculation puts the relative energy (zero: lowest compared OMol25 entry of this formula, charge and spin) at 48.41 kcal/mol. Its lowest unoccupied orbital energy is -3.70 eV. Its total charge is +1. The total energy is -20947.4914 eV.

Each line ends with the natural charge from an NBO analysis.
Geometry (Å):
C 4.148 0.282 2.552  -0.25
O 2.724 0.408 2.238  -0.50
C 1.841 -0.527 2.003  0.37
C 0.445 -0.181 2.309  -0.20
C -0.450 -1.253 2.541  -0.14
C -1.815 -1.021 2.642  -0.22
C -2.330 0.281 2.675  0.05
C -3.816 0.483 2.696  -0.64
C -1.424 1.350 2.679  -0.24
C -0.040 1.153 2.558  -0.08
H 4.499 1.323 2.631  0.22
H 4.330 -0.203 3.518  0.21
H 4.680 -0.254 1.730  0.18
H 2.131 -1.586 2.200  0.19
H -0.051 -2.283 2.583  0.22
H -2.504 -1.866 2.638  0.23
H -4.089 1.547 2.703  0.23
H -4.273 0.007 1.812  0.24
H -4.246 -0.002 3.586  0.24
H -1.817 2.367 2.728  0.23
H 0.663 1.986 2.638  0.22
C 4.034 0.519 -2.019  -0.41
N 4.378 -0.721 -1.385  -0.38
C 5.713 -1.290 -1.488  -0.22
C 5.588 -2.593 -0.718  -0.22
N 4.155 -2.718 -0.517  -0.39
C 3.589 -3.800 0.237  -0.41
C 3.520 -1.488 -0.622  0.54
C 2.279 -1.107 0.005  -0.67
H 3.242 1.005 -1.466  0.22
H 4.874 1.208 -2.080  0.22
H 3.689 0.386 -3.048  0.21
H 6.031 -1.462 -2.537  0.22
H 6.478 -0.613 -1.061  0.21
H 6.030 -3.450 -1.257  0.23
H 6.130 -2.537 0.253  0.20
H 2.562 -3.953 -0.059  0.22
H 4.109 -4.736 0.048  0.23
H 3.603 -3.620 1.314  0.19
H 1.607 -1.967 0.155  0.24
H 1.779 -0.305 -0.553  0.24

Atomic forces in eV per Å
-0.46 -0.23 -0.71
0.79 1.50 0.87
1.87 -1.74 0.32
-0.80 0.50 0.59
0.35 0.02 -0.85
0.10 -0.05 0.08
0.48 -0.21 -0.26
-0.24 0.01 0.04
0.56 0.05 0.02
-0.01 -1.18 -0.76
-0.18 -0.53 -0.21
-0.36 -0.12 -0.29
-0.43 0.33 0.53
-0.33 1.01 0.45
-0.35 0.60 -0.27
0.19 0.18 0.26
0.08 -0.33 0.01
0.13 0.20 0.30
0.06 0.21 -0.27
0.18 -0.25 0.19
-0.31 -0.27 -0.34
-0.23 0.48 -0.33
-1.09 -0.03 1.30
0.63 0.15 -0.76
0.76 -0.48 0.36
-1.07 1.01 0.44
-0.11 -0.27 0.50
2.28 -0.52 -0.50
-1.05 -0.24 -1.00
-0.14 0.19 0.12
0.18 -0.13 0.29
-0.03 -0.23 0.01
-0.48 0.12 0.38
-0.49 -0.23 -0.07
-0.46 0.30 0.15
-0.42 -0.02 -0.34
-0.30 -0.02 -0.12
0.20 0.12 -0.13
0.12 0.01 0.12
0.31 0.35 -0.41
0.10 -0.28 0.28

No. 2
C15H23N3O3 | ωB97M-V/def2-TZVPD

The calculation puts the relative energy (zero: lowest compared OMol25 entry of this formula, charge and spin) at 209.06 kcal/mol. Its lowest unoccupied orbital energy is 0.40 eV. The total energy is -26533.9935 eV.

Each line ends with the natural charge from an NBO analysis.
Geometry (Å):
N -1.575 3.161 1.065  -0.86
C -2.083 2.816 -0.272  -0.21
C -3.401 2.007 -0.429  -0.40
C -3.126 0.514 0.003  -0.42
C -2.134 -0.282 -0.646  -0.41
C -2.002 -1.717 0.135  -0.15
N -0.657 -2.041 0.624  -0.71
C -0.084 -1.077 1.509  0.73
O -0.551 -0.039 1.821  -0.60
C 1.370 -1.380 2.051  -0.16
N 1.850 -2.606 1.481  -0.86
C 2.134 -0.182 1.790  -0.45
C 2.454 0.174 0.299  0.02
C 3.743 -0.370 -0.161  -0.23
C 4.253 -0.089 -1.504  -0.23
C 3.584 0.788 -2.286  -0.22
C 2.162 1.125 -1.835  -0.18
C 1.456 0.701 -0.667  -0.30
C -2.139 -2.722 -1.089  0.75
O -2.817 -3.707 -1.276  -0.55
O -1.154 -2.574 -2.059  -0.67
H -1.496 2.421 1.743  0.37
H -0.573 3.580 0.865  0.36
H -1.290 2.191 -0.862  0.15
H -2.239 3.957 -0.735  0.20
H -4.009 2.123 -1.455  0.21
H -4.104 2.399 0.292  0.21
H -2.803 0.651 1.044  0.22
H -4.100 0.048 -0.050  0.21
H -1.323 0.227 -0.885  0.21
H -2.344 -0.584 -1.650  0.22
H -3.040 -1.744 0.818  0.25
H -0.497 -3.060 1.188  0.45
H 1.149 -1.426 3.176  0.22
H 1.831 -2.589 0.326  0.40
H 3.053 -2.740 1.817  0.37
H 3.063 -0.163 2.480  0.22
H 1.700 0.706 2.071  0.24
H 4.491 -0.753 0.587  0.22
H 5.419 -0.114 -1.716  0.22
H 4.179 1.373 -3.214  0.24
H 1.735 1.673 -2.755  0.22
H 0.604 1.203 -0.174  0.25
H -0.689 -1.881 -1.464  0.48

Atomic forces in eV per Å
1.96 1.29 -0.88
0.35 1.83 -2.53
-0.02 -0.20 -0.80
-2.41 3.15 1.23
-1.55 -4.49 0.12
-2.50 0.20 -1.61
0.22 -1.66 3.73
1.83 -2.31 -0.49
-1.80 1.86 0.08
-3.26 -1.08 0.39
4.60 -1.50 -1.64
4.03 1.95 -1.04
1.72 -3.55 -0.99
-1.02 1.70 -0.49
2.91 0.87 2.22
-2.24 1.71 -0.57
0.69 0.18 -3.43
4.92 1.17 1.04
0.03 -3.29 -1.24
-0.78 1.48 1.52
0.42 3.09 3.53
0.20 -0.52 -0.16
-2.70 -1.21 0.98
-1.14 1.56 0.52
0.53 -3.23 0.52
2.01 -0.25 1.89
-0.30 0.06 0.34
-0.39 -0.44 0.02
-0.26 -0.43 0.40
4.54 2.07 0.15
-1.25 -0.06 -0.78
3.23 -0.43 -1.30
-0.63 3.29 -2.44
0.69 -0.47 -1.36
0.38 0.31 4.00
-4.82 0.52 -1.62
-0.86 -0.32 -1.55
-1.84 1.73 1.40
-1.16 0.21 -0.81
-2.54 -0.83 0.55
-2.32 -1.82 2.56
-0.25 -0.50 2.11
0.02 -0.51 -1.07
0.76 -1.13 -2.47

No. 3
C15H23N5O4 | ωB97M-V/def2-TZVPD

The calculation puts the relative energy (zero: lowest compared OMol25 entry of this formula, charge and spin) at 122.45 kcal/mol. Its lowest unoccupied orbital energy is 0.40 eV. The total energy is -31565.3481 eV.

Each line ends with the natural charge from an NBO analysis.
Geometry (Å):
H -7.882 -2.655 -1.217  0.31
N -7.768 -1.770 -0.656  -0.76
C -6.377 -1.821 -0.353  0.58
N -5.330 -2.782 -0.776  -0.87
N -5.956 -0.789 0.488  -0.62
C -4.681 -0.652 1.026  -0.20
C -3.750 0.048 0.014  -0.42
C -2.463 0.303 0.723  -0.41
C -1.597 1.390 -0.081  -0.15
N -0.214 1.000 0.264  -0.66
C 0.805 1.783 -0.383  0.71
O 0.803 2.568 -1.298  -0.62
C 2.188 1.127 -0.002  -0.13
N 2.154 0.582 1.442  -0.89
C 2.663 -0.017 -0.888  -0.44
C 4.079 -0.388 -0.552  -0.07
C 5.179 0.543 -0.736  -0.19
C 6.487 0.240 -0.208  -0.29
C 6.855 -1.026 0.166  0.29
O 8.136 -1.395 0.298  -0.67
C 5.836 -2.002 0.362  -0.27
C 4.563 -1.646 0.013  -0.20
C -2.089 2.810 0.129  0.76
O -3.038 3.195 0.796  -0.57
O -1.363 3.772 -0.476  -0.68
H -5.835 -3.395 -1.453  0.38
H -4.483 -2.359 -1.359  0.39
H -6.594 -0.225 0.984  0.41
H -4.571 0.099 1.946  0.21
H -4.318 -1.582 1.209  0.19
H -4.360 0.952 -0.162  0.22
H -3.679 -0.317 -0.979  0.19
H -2.751 0.803 1.717  0.23
H -2.041 -0.693 0.741  0.22
H -1.693 1.246 -1.262  0.21
H 0.111 0.413 1.081  0.47
H 2.863 1.951 -0.089  0.20
H 2.250 1.297 2.167  0.38
H 2.886 -0.178 1.556  0.39
H 2.027 -0.924 -0.859  0.23
H 2.587 0.345 -1.973  0.24
H 5.180 1.660 -1.048  0.22
H 7.183 1.278 -0.187  0.22
H 8.779 -0.954 -0.163  0.49
H 6.210 -2.986 0.771  0.24
H 3.735 -2.265 0.352  0.21
H -0.725 3.418 -1.084  0.50

Atomic forces in eV per Å
-0.33 1.11 0.37
6.02 -2.43 0.32
-3.61 1.85 -0.05
-0.66 1.48 -1.83
-1.09 -1.36 -0.91
1.87 3.25 -0.36
-2.08 1.91 1.43
-0.59 2.85 -1.00
-0.52 -3.67 -0.62
1.23 3.96 -1.82
1.31 -5.42 1.97
-1.20 0.57 -0.16
-0.77 -0.21 2.59
0.58 -0.62 -1.20
-0.43 -0.05 -1.94
4.36 0.31 -0.10
0.25 0.47 1.61
-0.25 4.02 -1.47
-0.62 -0.23 -0.61
-1.61 -2.84 2.82
2.15 0.35 -0.07
-3.04 1.22 0.18
-0.44 2.35 1.28
1.06 -1.66 -0.70
-1.36 0.08 0.68
0.77 0.46 0.78
-2.54 -0.70 1.86
-1.59 0.10 -0.32
-1.00 -2.08 -1.64
1.38 -2.77 1.35
0.73 0.29 0.04
0.35 -1.26 -0.82
0.96 -1.11 -1.16
1.07 0.19 0.66
0.06 0.06 2.29
-0.55 1.18 -1.16
0.81 0.44 -0.07
0.23 -0.32 -0.51
-1.12 1.61 -0.07
0.06 0.58 0.35
0.28 -0.48 1.38
-0.97 -2.17 0.23
-1.33 -3.54 -0.12
1.88 2.25 -1.86
-1.03 1.11 -0.54
0.16 -0.55 -0.38
1.15 -0.55 -0.69

No. 4
C15H23N5SeZr | ωB97M-V/def2-TZVPD

The calculation puts the relative energy (zero: lowest compared OMol25 entry of this formula, charge and spin) at 0.00 kcal/mol. Its lowest unoccupied orbital energy is -7.49 eV. Its total charge is +2. The total energy is -89995.0126 eV.

Each line ends with the natural charge from an NBO analysis.
Geometry (Å):
Zr 0.476 0.228 0.147  1.54
C -3.811 1.814 0.305  -0.71
C -2.516 1.083 0.264  0.41
N -1.349 1.589 0.097  -0.53
C -1.075 2.991 -0.244  -0.25
C 0.283 3.489 0.308  -0.23
N 1.272 2.405 0.520  -0.71
C 2.668 2.507 0.017  -0.24
C 2.881 1.740 -1.288  -0.23
N 2.334 0.351 -1.254  -0.69
C 3.164 -0.745 -0.680  -0.24
C 2.399 -2.088 -0.755  -0.26
N 0.969 -1.881 -0.513  -0.53
C 0.166 -2.805 -0.123  0.41
C 0.550 -4.218 0.119  -0.71
C -1.222 -2.337 0.194  0.18
C -2.282 -3.143 0.575  -0.17
C -3.498 -2.540 0.872  -0.10
C -3.643 -1.163 0.784  -0.17
C -2.542 -0.411 0.403  0.17
N -1.387 -1.011 0.114  -0.50
H -3.722 2.863 0.048  0.25
H -4.230 1.741 1.313  0.28
H -4.526 1.352 -0.377  0.27
H -1.859 3.670 0.086  0.24
H -1.056 3.031 -1.337  0.22
H 0.115 3.995 1.258  0.23
H 0.675 4.234 -0.384  0.23
H 1.340 2.241 1.519  0.45
H 3.310 2.092 0.796  0.24
H 2.971 3.545 -0.126  0.24
H 3.939 1.747 -1.559  0.24
H 2.344 2.248 -2.093  0.22
H 2.120 0.094 -2.215  0.41
H 3.386 -0.502 0.358  0.24
H 4.110 -0.856 -1.214  0.24
H 2.838 -2.769 -0.025  0.25
H 2.526 -2.535 -1.745  0.24
H 0.857 -4.315 1.167  0.28
H 1.383 -4.527 -0.507  0.26
H -0.276 -4.906 -0.046  0.26
H -2.181 -4.216 0.650  0.26
H -4.340 -3.149 1.175  0.26
H -4.590 -0.698 1.018  0.26
Se 1.031 -0.239 2.376  -0.47

Atomic forces in eV per Å
0.17 0.19 0.61
-0.03 0.02 0.01
-0.01 0.15 -0.05
0.03 -0.12 0.01
0.12 0.11 -0.13
-0.18 0.12 -0.07
-0.08 -0.27 -0.33
0.06 -0.07 -0.05
-0.04 0.13 -0.03
-0.22 0.00 0.05
0.12 -0.21 0.00
0.18 0.06 -0.11
-0.17 -0.14 0.22
0.21 0.07 -0.20
0.02 -0.08 -0.06
-0.25 0.06 -0.09
0.03 -0.02 0.01
-0.02 0.00 0.00
-0.01 0.05 0.01
-0.06 -0.21 0.00
0.05 0.01 -0.01
0.02 -0.01 0.01
-0.01 -0.01 0.00
0.01 -0.01 0.00
0.00 -0.02 0.03
-0.02 0.00 0.01
0.05 -0.01 0.01
0.05 -0.02 0.02
-0.02 0.06 0.04
-0.01 0.01 0.01
-0.02 0.01 -0.01
0.01 -0.04 0.05
0.02 -0.01 -0.01
0.00 -0.01 0.00
-0.02 0.03 -0.01
-0.01 0.09 -0.02
-0.03 -0.01 0.00
-0.04 0.02 -0.01
-0.01 0.02 0.00
0.01 0.02 -0.01
0.00 0.02 -0.01
0.03 0.00 0.00
0.00 -0.01 0.00
0.01 0.02 -0.01
0.03 -0.03 0.11

No. 5
C15H23NO2 | ωB97M-V/def2-TZVPD

The calculation puts the relative energy (zero: lowest compared OMol25 entry of this formula, charge and spin) at 291.49 kcal/mol. Its lowest unoccupied orbital energy is 0.75 eV. The total energy is -21501.8673 eV.

Each line ends with the natural charge from an NBO analysis.
Geometry (Å):
C -4.380 -1.858 1.216  -0.63
C -4.120 -1.751 -0.384  -0.05
O -4.295 -0.577 -0.984  -0.46
C -3.468 0.440 -0.350  0.23
C -3.985 1.705 -0.202  -0.19
C -3.115 2.917 -0.127  -0.27
C -1.834 2.686 0.256  -0.15
C -1.239 1.326 0.310  -0.32
C -2.124 0.492 -0.047  0.28
O -1.715 -0.906 -0.229  -0.60
C -0.237 -1.473 0.031  -0.04
C 0.687 -0.851 -1.003  -0.29
N 2.053 -1.261 -0.960  -0.59
C 2.819 -0.525 0.125  -0.03
C 4.134 -0.986 0.469  -0.39
C 5.134 0.410 0.563  -0.35
C 4.538 1.296 -0.361  -0.46
C 3.049 1.125 -0.528  -0.40
H -4.520 -2.862 1.429  0.21
H -5.447 -1.213 1.551  0.20
H -3.495 -1.495 1.797  0.21
H -4.965 -2.119 -0.911  0.18
H -3.298 -2.267 -0.733  0.18
H -4.929 2.003 -0.380  0.21
H -3.470 3.904 -0.165  0.22
H -1.095 3.677 0.686  0.20
H -0.279 1.152 0.594  0.24
H 0.102 -0.759 1.087  0.15
H -0.260 -2.502 0.289  0.21
H 0.335 -1.393 -1.964  0.20
H 0.542 0.098 -1.400  0.23
H 2.092 -2.240 -0.399  0.34
H 2.275 -0.249 1.094  0.17
H 4.193 -1.452 1.207  0.17
H 4.453 -1.508 -0.377  0.20
H 6.180 0.111 0.569  0.22
H 4.817 0.544 1.605  0.19
H 4.760 2.284 -0.354  0.22
H 4.936 1.070 -1.259  0.20
H 2.672 1.039 -1.451  0.19
H 2.500 1.969 -0.315  0.20

Atomic forces in eV per Å
-1.29 4.06 -1.37
-3.54 -2.88 2.72
3.41 6.67 1.53
-2.98 3.20 -1.37
3.25 1.98 -1.03
-0.05 -3.79 1.48
4.28 2.09 1.82
-1.66 7.96 0.68
0.16 -10.48 -1.93
2.95 -1.33 0.37
-1.60 8.34 3.49
-1.66 -5.27 -3.41
2.51 -2.34 4.81
-3.20 5.87 -0.24
1.96 8.66 -11.63
-1.95 -4.78 4.12
-2.08 0.25 -1.57
1.60 -4.07 3.13
-0.44 -2.00 0.52
3.31 -1.88 -1.05
-0.88 -0.06 -0.47
-1.12 -2.47 0.35
1.95 -1.06 -0.13
-3.56 0.09 -0.70
-0.83 0.93 -0.04
-2.28 -3.09 -1.72
2.37 -0.50 0.57
-1.04 -2.77 -2.39
-0.18 -0.82 -0.40
0.22 0.51 0.95
-0.27 2.26 0.67
-0.49 2.09 -2.38
-0.07 -1.01 -1.22
1.04 -7.35 11.65
0.97 -1.33 -1.28
-0.02 0.34 -0.46
0.68 1.09 0.14
0.86 3.28 1.08
1.48 -1.13 -3.44
-0.30 -0.93 -4.28
-1.52 1.67 2.43